No. 1
Below is C7H10 in the gas phase, with properties calculated with ωB97M-V/def2-TZVPD.

Element x y z (Å)
1 H -1.43 0.96 1.34
2 C -0.63 0.33 -0.63
3 H 3.06 0.55 0.14
4 C -1.14 -1.04 -0.63
5 H -0.42 -2.99 -0.27
6 C -1.44 1.29 0.35
7 C -0.31 -1.95 -0.18
8 C 2.04 0.89 0.00
9 H 1.21 -1.64 1.34
10 H -0.91 2.25 0.16
11 H 1.81 -1.76 -0.24
12 H -2.48 1.37 0.06
13 H -0.37 0.72 -1.64
14 C 0.99 -1.44 0.32
15 H -2.23 -1.23 -0.58
16 C 1.03 0.02 -0.08
17 H 2.07 1.87 -0.39

Results
Strongest force on any atom: 3.86 eV/A
SMILES: C=C1CC=C[C@H]1C
Charge: 0
Orbital gap: 10.1269 eV
E_HOMO: -8.99 eV
LUMO level: 1.1 eV

***

No. 2
Below is a molecular structure, C26H30KN7PS2, with properties calculated with ωB97M-V/def2-TZVPD.

Element x y z (Å)
1 C -2.94 1.19 -1.28
2 K 0.75 0.04 1.05
3 C 1.26 -2.98 -0.75
4 C 4.49 -3.50 -2.23
5 H -4.63 -1.81 1.69
6 N 2.10 -3.82 -1.42
7 H 1.16 2.40 -0.50
8 C -2.75 0.69 2.23
9 H 2.11 1.75 -1.81
10 H -1.79 2.88 -2.00
11 S 1.42 -1.24 3.52
12 H 6.12 -0.58 -1.62
13 H 0.71 1.00 -4.16
14 C 4.10 -0.94 -1.02
15 H -6.12 0.45 2.83
16 H 1.15 3.52 -3.36
17 C -2.49 1.99 2.67
18 H -0.44 -1.53 0.31
19 H 6.45 -2.77 -2.67
20 H -3.32 0.93 -2.27
21 C -4.86 2.17 3.20
22 H -1.71 -3.20 1.74
23 N 2.98 -0.56 6.73
24 C -5.12 0.88 2.78
25 C 3.26 2.20 4.79
26 C 3.09 -1.89 -1.04
27 H -1.49 2.39 2.66
28 H 0.08 -3.99 0.67
29 H -5.67 2.77 3.59
30 H -2.86 -3.12 0.39
31 C -2.05 -2.58 0.89
32 H -2.31 0.46 -4.23
33 N -0.98 -2.30 -0.05
34 C -1.27 0.19 -4.42
35 C 1.17 2.25 -1.58
36 H -2.76 0.25 -0.75
37 H 0.20 4.15 -2.01
38 H 3.96 0.01 -0.53
39 H -0.52 -4.12 -0.99
40 C 3.29 -3.15 -1.62
41 S 2.23 2.11 2.32
42 H 4.65 -4.47 -2.67
43 C -2.59 -1.30 1.45
44 N 1.80 -1.82 -0.51
45 C -0.08 -3.43 -0.26
46 N 3.83 2.92 5.49
47 H -3.72 1.74 -0.76
48 C 2.25 0.08 4.31
49 C -3.57 2.71 3.15
50 H -1.13 0.16 -5.50
51 C 5.49 -2.54 -2.22
52 C -0.30 1.18 -3.77
53 H -3.41 3.72 3.51
54 C 5.30 -1.29 -1.62
55 P -0.17 1.03 -1.93
56 C 1.11 3.61 -2.27
57 C 2.56 1.34 3.87
58 H -1.11 -0.82 -4.03
59 H -0.57 2.21 -4.04
60 C -1.65 2.01 -1.36
61 N -3.90 -1.13 1.79
62 C -4.04 0.15 2.30
63 H 1.90 -4.77 -1.68
64 N -1.87 -0.24 1.69
65 C 2.67 -0.26 5.66
66 H -1.40 2.38 -0.37
67 H 1.95 4.23 -1.96

Results
Strongest force on any atom: 0.76 eV/A
Charge: -1
Orbital gap: 4.5416 eV
E_HOMO: -2.90 eV
LUMO level: 1.6 eV

***

No. 3
Below is 4 unconnected molecules or ions with the total composition C22H25BF3N4O, with properties calculated with ωB97M-V/def2-TZVPD.

Element x y z (Å)
1 C -0.07 -1.05 0.44
2 H 5.08 -0.06 0.59
3 H -5.46 0.03 -1.55
4 C 2.21 -3.73 -5.10
5 C -3.78 -0.71 -2.65
6 N 3.11 -0.72 1.01
7 C -4.15 -3.07 -1.22
8 C -0.15 0.30 -0.31
9 N 2.07 -0.16 1.71
10 H 0.37 7.33 5.42
11 N 1.87 1.86 2.91
12 H 0.55 -1.72 -0.17
13 B 0.71 -0.84 1.78
14 F 1.71 4.87 1.91
15 C 1.10 6.20 3.76
16 C 2.56 -2.75 -4.18
17 H 1.17 -5.58 -5.41
18 C 2.14 -2.85 -2.86
19 H -1.94 6.48 5.22
20 C -4.80 -0.81 -1.72
21 H -4.29 -3.99 -0.67
22 C 1.38 -3.94 -2.49
23 N 3.84 1.20 1.77
24 C 2.57 1.01 2.16
25 H -0.77 1.02 0.23
26 H 2.54 -3.65 -6.12
27 C -3.12 -2.98 -2.15
28 O 0.34 -1.14 3.03
29 H -2.46 -3.82 -2.35
30 F 0.96 -4.04 -1.20
31 H 2.39 -2.09 -2.13
32 C 0.12 6.62 4.64
33 F -1.96 -1.71 -3.75
34 H -1.04 -1.50 0.62
35 C -1.51 5.25 3.52
36 C -0.53 4.82 2.63
37 C 4.13 0.13 1.07
38 H -0.76 4.12 1.83
39 H -3.62 0.20 -3.21
40 H -5.79 -2.06 -0.28
41 H -0.61 0.14 -1.29
42 H 3.03 -1.61 0.54
43 H 0.83 0.73 -0.50
44 C 1.44 -4.82 -4.69
45 C 1.02 -4.93 -3.38
46 C -4.99 -1.99 -1.00
47 C -1.18 6.15 4.53
48 H 1.02 1.59 3.37
49 C 0.75 5.30 2.77
50 H 2.15 2.83 2.95
51 H 0.42 -5.77 -3.04
52 H -2.52 4.88 3.43
53 H 2.12 6.55 3.83
54 H 3.16 -1.91 -4.49
55 C -2.96 -1.80 -2.85
56 H -0.38 -1.79 3.08

Results
Strongest force on any atom: 0.91 eV/A
Charge: +1
Orbital gap: 8.4991 eV
E_HOMO: -11.34 eV
LUMO level: -2.8 eV

***

No. 4
Below is a molecular structure, C32H43BBrCdN9O4S3Te4, with properties calculated with ωB97M-V/def2-TZVPD.

Element x y z (Å)
1 C -3.88 2.17 1.25
2 H -0.16 -5.26 5.46
3 H 6.80 0.90 -1.76
4 H 0.51 -0.71 -0.26
5 B 0.65 -0.06 0.72
6 Te -4.78 -1.39 -5.35
7 C 1.04 -2.17 2.22
8 C -4.66 1.95 -0.04
9 C -1.45 2.93 1.38
10 S -2.47 -0.63 0.15
11 C 3.02 0.46 1.68
12 C 4.64 2.39 -2.32
13 C 0.64 -4.05 3.90
14 O -0.82 0.21 -4.36
15 C -0.81 -3.51 -0.75
16 Cd -2.36 -0.65 -2.83
17 S 2.33 -2.84 1.34
18 H -3.77 1.40 3.27
19 Br -3.43 6.24 -2.77
20 H 2.25 -3.45 5.21
21 O 3.43 -0.86 -4.08
22 H -3.65 3.82 2.67
23 N -2.74 1.65 -2.78
24 H 0.99 -5.02 1.99
25 H -1.09 -1.95 4.68
26 H -5.39 1.36 2.55
27 H -5.21 3.72 1.85
28 H -0.98 2.00 -1.76
29 C 0.55 -1.37 -3.32
30 H 0.41 -6.10 3.27
31 S 1.66 1.72 -1.70
32 H 2.21 -5.19 4.85
33 Te -6.59 0.56 -5.76
34 H 2.57 -0.45 -4.50
35 H -1.01 0.20 3.05
36 N 3.90 1.45 -0.08
37 H -4.49 1.49 -3.90
38 H 6.65 3.29 -0.82
39 H -4.41 2.72 -0.77
40 Te -4.78 -4.27 -1.90
41 N -2.42 1.99 1.03
42 H -1.69 3.94 1.66
43 C 5.94 0.63 -1.15
44 H 3.98 3.25 -2.25
45 H 2.83 -0.04 2.61
46 C 3.14 -1.71 -3.12
47 C -4.33 1.21 2.35
48 N 0.43 -2.70 3.33
49 H 5.57 2.69 -2.82
50 C -0.43 -0.70 3.01
51 C 4.16 0.96 1.20
52 H -1.36 -4.18 4.76
53 H 5.39 -0.16 -1.66
54 C -4.14 3.60 1.72
55 C 2.57 1.24 -0.36
56 C 2.07 -4.19 4.43
57 H -4.17 0.17 2.05
58 H 6.20 2.63 0.75
59 H 4.15 1.63 -2.92
60 N 1.31 -2.79 -1.86
61 C -0.47 -1.77 3.83
62 H -0.70 -4.98 2.48
63 H -1.28 4.46 -1.69
64 H 1.94 -3.20 -1.17
65 H -3.81 4.33 0.97
66 N 0.49 -0.95 2.01
67 O 3.99 -2.30 -2.48
68 H 0.75 2.74 1.37
69 O 1.32 0.09 -5.01
70 H -0.14 -3.55 5.88
71 Te -4.95 -1.67 -2.58
72 N 2.04 0.62 0.73
73 H 6.31 0.23 -0.20
74 N -0.45 1.05 0.81
75 C -0.32 -4.26 5.07
76 C 5.81 2.96 -0.21
77 N -0.51 -1.89 -2.64
78 C -3.14 4.36 -2.80
79 H 2.79 -4.03 3.63
80 C -2.02 3.84 -2.18
81 H 5.14 0.98 1.63
82 C 0.33 -0.27 -4.32
83 H -5.73 2.01 0.18
84 H -4.45 0.97 -0.47
85 C 0.32 -5.10 2.84
86 H -0.60 -4.58 -0.83
87 C -0.24 2.34 1.24
88 C -1.78 0.83 0.67
89 H -0.56 -3.18 0.25
90 C 5.05 1.86 -0.94
91 H -4.91 3.92 -3.95
92 C -3.80 2.17 -3.40
93 C -0.03 -2.74 -1.75
94 C -4.04 3.54 -3.44
95 H -1.88 -3.37 -0.93
96 C 1.71 -1.92 -2.84
97 H 5.15 3.82 -0.03
98 C -1.86 2.46 -2.20

Results
Strongest force on any atom: 0.25 eV/A
Charge: -2
Orbital gap: 4.9171 eV
E_HOMO: -1.53 eV
LUMO level: 3.4 eV

***

No. 5
Below is C6H12FNO3 in the gas phase, with properties calculated with ωB97M-V/def2-TZVPD.

Element x y z (Å)
1 O -4.33 0.18 -0.25
2 H 0.26 1.32 2.47
3 C -0.40 0.45 0.49
4 H 2.36 1.05 0.47
5 H -1.41 0.88 2.33
6 O 0.69 -1.76 0.11
7 H 2.59 -0.65 0.61
8 O -2.04 -1.60 0.25
9 H 2.73 -0.02 -0.97
10 H -0.05 -0.45 2.58
11 C 0.70 -0.41 -0.29
12 H -0.53 -0.61 -2.19
13 C -0.42 0.52 2.04
14 H -4.40 -0.80 -0.52
15 H 1.27 -0.54 -2.32
16 H 0.32 0.89 -1.87
17 N -2.90 0.52 -0.09
18 C 2.18 0.10 0.00
19 F -0.47 1.71 -0.10
20 C 0.43 -0.20 -1.80
21 H -2.79 1.46 -0.22
22 H -0.25 -2.20 0.09
23 C -1.93 -0.38 0.10

Results
Strongest force on any atom: 4.14 eV/A
SMILES: CC(C)(O)[C@@](C)(F)C(=O)NO
Charge: 0
Orbital gap: 10.3278 eV
E_HOMO: -9.68 eV
LUMO level: 0.6 eV

***

No. 6
Below is 14 unconnected molecules or ions with the total composition BF4H26O13, with properties calculated with ωB97M-V/def2-TZVPD.

Element x y z (Å)
1 O 3.60 -0.80 -0.71
2 O 1.05 -1.19 2.41
3 H 0.56 2.01 2.61
4 O 1.78 -1.53 -3.09
5 H -1.11 -2.14 -2.91
6 H -2.55 -0.75 -1.25
7 O 1.54 -3.24 0.85
8 H -2.99 0.69 -1.31
9 H 2.63 -0.71 -0.76
10 O 0.17 0.66 -3.26
11 O -3.25 -0.19 -1.12
12 H 1.59 -2.07 -2.34
13 H -2.30 2.31 3.23
14 B 0.19 1.18 -0.02
15 O -0.81 -1.96 0.42
16 H -0.01 1.04 -2.36
17 F 1.09 2.12 0.49
18 H -0.28 1.32 3.65
19 H -0.77 -1.84 -0.50
20 H 2.70 1.26 1.21
21 H 3.66 0.02 1.15
22 O 0.48 1.90 3.52
23 F -0.55 1.67 -1.11
24 H -1.19 2.65 2.21
25 H 0.96 0.19 -3.26
26 H 2.46 -2.01 -3.58
27 O 3.05 0.52 1.72
28 H -2.25 0.08 1.34
29 F -0.73 0.81 1.03
30 H 0.54 -0.78 3.15
31 H -3.56 -0.07 1.03
32 O -2.90 2.34 -2.03
33 O -1.01 -1.50 -2.23
34 H -0.26 -1.24 0.72
35 H 1.67 -0.47 2.27
36 H 2.07 -2.70 1.44
37 H -0.45 -0.85 -2.64
38 H -1.96 2.34 -1.99
39 O -3.04 -0.16 1.83
40 H -3.17 2.66 -1.17
41 F 0.84 0.05 -0.44
42 H 0.83 -2.66 0.52
43 O -2.15 2.69 2.35
44 H 3.81 -1.67 -1.07

Results
Strongest force on any atom: 3.74 eV/A
Charge: -1
Orbital gap: 9.1399 eV
E_HOMO: -6.94 eV
LUMO level: 2.2 eV

***

No. 7
Below is a molecular structure, C22H34Cl5N7O3Ru, with properties calculated with ωB97M-V/def2-TZVPD.

Element x y z (Å)
1 C 4.53 -3.38 0.03
2 N 3.08 -3.43 0.21
3 C -3.50 -1.06 -2.16
4 H -2.67 5.58 -1.92
5 C 1.36 4.58 -0.66
6 H 2.72 -1.74 3.64
7 H -5.65 -1.21 0.15
8 O -2.76 2.37 -0.96
9 N -1.47 -1.11 0.17
10 C 2.61 -4.29 1.25
11 O 2.70 0.04 0.95
12 Cl 1.84 6.20 -0.95
13 H 5.19 -1.34 -0.18
14 H -1.77 0.12 2.62
15 N 3.36 -1.75 -1.17
16 H -5.16 0.40 1.80
17 N 0.84 -1.12 2.66
18 H -3.08 1.22 2.92
19 C -2.70 -0.65 0.20
20 H -1.87 1.65 1.70
21 H -1.33 -2.32 -1.55
22 C -2.42 0.82 2.13
23 C 1.10 4.16 0.66
24 C 3.24 -0.57 1.92
25 C -4.57 0.52 0.89
26 H -1.93 2.13 -1.33
27 H 0.03 -3.22 1.01
28 H -2.08 -3.09 -0.14
29 H 2.95 -5.30 1.05
30 O 4.44 -0.82 2.08
31 H 0.19 -0.74 3.34
32 H 2.95 -4.02 2.27
33 H -4.20 -0.36 -2.62
34 H -4.20 3.73 -1.33
35 Cl 1.60 4.21 -3.33
36 C 0.11 -2.95 -0.03
37 C 3.13 -0.58 -1.95
38 H -5.51 0.10 -1.02
39 C 0.71 2.43 -1.46
40 H 2.24 -0.02 3.70
41 C -1.26 -2.41 -0.46
42 Cl 0.18 1.41 -2.81
43 C 0.56 1.91 -0.15
44 N 1.14 -1.99 -0.31
45 C 4.74 -2.13 -0.78
46 H 0.55 -2.06 2.55
47 H 2.30 -0.75 -2.60
48 C 2.26 -0.93 3.06
49 C 1.17 3.71 -1.75
50 C 0.73 2.83 0.87
51 H -3.77 -2.07 -2.47
52 N -3.20 0.13 1.19
53 H -2.49 -0.76 -2.45
54 Ru 0.51 -0.13 0.64
55 C -2.30 4.68 -1.51
56 C 2.44 -2.36 -0.41
57 Cl 0.56 2.27 2.50
58 C -4.98 -0.44 -0.22
59 N -3.67 -0.91 -0.71
60 H -1.29 4.58 -1.92
61 H -4.61 1.56 0.55
62 H 0.18 -3.90 -0.57
63 H -3.29 3.23 -2.75
64 H 4.92 -4.22 -0.50
65 H 4.00 -0.43 -2.59
66 H 5.30 -2.29 -1.71
67 H 4.99 -3.35 1.05
68 H 1.52 -4.32 1.28
69 Cl 1.17 5.28 1.95
70 H -2.13 4.84 -0.43
71 C -3.22 3.52 -1.73
72 H 2.93 0.33 -1.37

Results
Strongest force on any atom: 2.32 eV/A
Charge: +1
Orbital gap (spin up / spin down): 8.5344 / 6.9979 eV
E_HOMO (spin up / spin down): -10.68 / -11.40 eV
2S+1: 6
LUMO level (spin up / spin down): -2.2 / -4.4 eV

***

No. 8
Below is a gas-phase ion, C5H9O5 (charge +1), with properties calculated with ωB97M-V/def2-TZVPD.

Element x y z (Å)
1 H -2.75 -0.65 1.44
2 H -0.23 -0.58 -1.34
3 O 1.30 0.81 1.25
4 C -0.79 -1.21 0.63
5 O -1.98 -1.86 -0.07
6 O 1.32 -1.80 -0.40
7 H -1.90 -1.70 -1.03
8 O -2.20 0.47 -0.36
9 H -0.46 -1.79 1.56
10 H 0.12 1.63 -1.56
11 C 0.31 -0.81 -0.38
12 H 1.65 -1.92 0.52
13 C -0.08 1.66 -0.53
14 C 0.95 0.65 -0.03
15 H 1.82 0.79 -0.69
16 O -1.35 1.53 0.06
17 H 0.36 2.67 -0.11
18 C -2.14 -0.56 0.56
19 H 2.06 1.37 1.34

Results
Strongest force on any atom: 4.08 eV/A
Charge: +1
Orbital gap: 10.6287 eV
E_HOMO: -14.13 eV
LUMO level: -3.5 eV